--- P ---
{"formula": "C2H4OS2", "method": "ωB97M-V with the def2-TZVPD basis set", "symbols": ["C", "C", "O", "S", "S", "H", "H", "H", "H"], "positions_angstrom": [[-0.994, 1.578, 1.633], [0.716, -0.892, -1.379], [-1.698, 2.468, 1.464], [-1.361, -0.759, 0.761], [0.512, -1.363, 0.484], [0.161, 1.484, 1.981], [1.011, -1.886, -1.803], [1.672, -0.388, -1.187], [-0.020, -0.243, -1.954]], "mulliken_charge": [0.176, -0.682, -0.260, -0.211, -0.063, 0.242, 0.266, 0.233, 0.299], "molar_mass_g_mol": 108.2, "homo_ha": [-0.298, -0.298], "multiplicity": 1}

---

--- Q ---
{"formula": "C2H4OS2", "method": "ωB97M-V with the def2-TZVPD basis set", "symbols": ["C", "C", "H", "H", "H", "H", "O", "S", "S"], "positions_angstrom": [[0.250, -0.905, 0.082], [-0.738, 0.270, -0.048], [1.987, -0.120, 0.312], [-0.122, -1.728, -0.538], [0.306, -1.294, 1.083], [-1.011, 2.599, -0.172], [1.559, -0.567, -0.423], [0.100, 1.780, -0.106], [-2.331, -0.036, -0.192]], "mulliken_charge": [-0.492, 0.354, 0.329, 0.296, 0.286, 0.163, -0.524, -0.182, -0.230], "molar_mass_g_mol": 108.2, "smiles": "OCC(=S)S", "homo_ha": -0.326, "multiplicity": 1}

---

Which one is the least stable? From the structures above, P.